ORCA calculation (ωB97M-V with the def2-TZVPD basis set) on C52H40NOP2PdS as an isolated structure.

Properties
Max |F|   0.0097 hartree/bohr
E   -90977.0619 eV
Total charge   +3
Frontier orbital gap (spin up / spin down)   0.2791 / 0.1856 Eh
Spin multiplicity   5

Positions of all 98 atoms, in Å:
Pd: -0.30588 -0.36775 0.97530
S: -2.85835 -4.99867 1.96416
C: -2.24976 -5.68617 0.54143
C: -2.60178 -6.89330 -0.05040
C: -1.89524 -7.27159 -1.16731
C: -0.82972 -6.46661 -1.70998
C: -0.48601 -5.28167 -1.15788
C: -1.20696 -4.83904 -0.01259
N: -0.98421 -3.70704 0.65783
C: -1.72736 -3.64778 1.75719
C: -1.56586 -2.68774 2.80198
C: -2.18136 -2.92762 4.05667
C: -1.87492 -2.16591 5.16044
C: -0.92354 -1.15944 5.04343
C: -0.33361 -0.87099 3.80662
C: -0.70158 -1.57390 2.68469
H: -3.38227 -7.51766 0.36288
H: -2.12617 -8.21594 -1.64424
H: -0.29212 -6.83315 -2.57433
H: 0.33019 -4.68831 -1.54309
H: -2.88345 -3.74331 4.16893
H: -2.33648 -2.37781 6.11465
H: -0.62937 -0.58632 5.91419
H: 0.40537 -0.08128 3.76920
C: 2.48858 4.41004 -3.63093
C: 1.07136 4.23664 -3.02340
C: 0.13289 5.33405 -3.57895
C: 1.16717 4.38399 -1.52254
C: 1.52398 5.56901 -0.90349
C: 1.56271 5.65924 0.48079
C: 1.23841 4.56105 1.30547
C: 0.90537 3.35386 0.75165
P: 0.48807 1.85242 1.75133
C: -0.64320 2.46025 3.02008
C: -1.96540 2.01727 2.92330
C: -2.92707 2.45428 3.82260
C: -2.57693 3.33826 4.83266
C: -1.26777 3.78958 4.93867
C: -0.30648 3.36130 4.03690
C: 2.11860 1.38865 2.41534
C: 2.55509 1.62315 3.71813
C: 3.82453 1.21598 4.11029
C: 4.66468 0.57961 3.21045
C: 4.23521 0.33648 1.91188
C: 2.96582 0.72983 1.51872
C: 0.89887 3.29880 -0.66192
O: 0.59623 2.10908 -1.15534
C: 0.36797 1.86243 -2.45788
C: -0.09071 0.56091 -2.72385
C: -0.45328 0.30400 -4.02685
C: -0.27814 1.27823 -5.02031
C: 0.23029 2.53053 -4.71877
C: 0.54823 2.86985 -3.41110
P: -0.24788 -0.71861 -1.39460
C: -1.85396 -1.44902 -1.80729
C: -2.97847 -0.86273 -1.22343
C: -4.24920 -1.31193 -1.55312
C: -4.40414 -2.35032 -2.46326
C: -3.28866 -2.93419 -3.04764
C: -2.01597 -2.48255 -2.72397
C: 1.11034 -1.86661 -1.75051
C: 1.47968 -2.25364 -3.04329
C: 2.54855 -3.11478 -3.24066
C: 3.27079 -3.58901 -2.15249
C: 2.91946 -3.20556 -0.86584
C: 1.84316 -2.35370 -0.66615
H: 2.86885 5.40651 -3.40677
H: 2.43952 4.29948 -4.71390
H: 3.18737 3.67202 -3.23586
H: 0.51276 6.32164 -3.32207
H: -0.87681 5.23373 -3.18046
H: 0.08737 5.27677 -4.66522
H: 1.76607 6.44038 -1.49741
H: 1.83664 6.60016 0.94055
H: 1.25498 4.69063 2.37692
H: -2.24607 1.32260 2.14077
H: -3.94826 2.10764 3.73415
H: -3.32462 3.68360 5.53499
H: -0.99398 4.48029 5.72571
H: 0.70077 3.73687 4.14299
H: 1.91230 2.09981 4.44266
H: 4.15713 1.40071 5.12341
H: 5.65292 0.26782 3.52205
H: 4.88751 -0.16570 1.20952
H: 2.63461 0.52711 0.50482
H: -0.89848 -0.64433 -4.29449
H: -0.55436 1.05024 -6.04127
H: 0.35943 3.25471 -5.51252
H: -2.86392 -0.05376 -0.51081
H: -5.11897 -0.85497 -1.10018
H: -5.39521 -2.70047 -2.72150
H: -3.41007 -3.73747 -3.76344
H: -1.15221 -2.93456 -3.19811
H: 0.94999 -1.88130 -3.90653
H: 2.82867 -3.40327 -4.24564
H: 4.11161 -4.25222 -2.30986
H: 3.48556 -3.56769 -0.01745
H: 1.58053 -2.06406 0.34449